# 1
{
  "formula": "C72H73Cl2N3O3S",
  "method": "ωB97M-V/def2-TZVPD",
  "elements": ["C", "C", "Cl", "C", "Cl", "N", "C", "C", "C", "C", "C", "C", "C", "C", "C", "C", "C", "C", "C", "O", "C", "N", "C", "C", "S", "C", "C", "C", "C", "O", "C", "O", "C", "C", "C", "C", "C", "C", "C", "C", "C", "C", "N", "C", "C", "H", "H", "H", "H", "H", "H", "H", "H", "H", "H", "H", "H", "H", "H", "H", "H", "H", "H", "H", "H", "H", "H", "H", "H", "H", "H", "H", "H", "H", "H", "H", "H", "H", "H", "H", "H", "H", "C", "C", "C", "C", "C", "C", "H", "H", "H", "H", "H", "H", "C", "C", "C", "C", "C", "C", "H", "H", "H", "H", "H", "H", "C", "C", "C", "C", "C", "C", "H", "H", "H", "H", "H", "H", "C", "C", "C", "C", "C", "C", "H", "H", "H", "H", "H", "H", "C", "C", "C", "C", "C", "C", "H", "H", "H", "H", "H", "H", "C", "C", "C", "C", "C", "C", "H", "H", "H", "H", "H", "H"],
  "coordinates": [[0.296, 1.784, 7.497], [-0.294, 2.495, 6.143], [-1.242, 4.117, 6.359], [-0.140, 1.940, 4.738], [0.777, 0.340, 4.551], [-0.793, 2.745, 3.638], [0.198, 3.304, 2.642], [1.854, 3.109, 2.739], [2.905, 3.777, 1.623], [4.541, 3.488, 1.815], [4.863, 2.232, 0.758], [5.872, 2.336, -0.529], [6.124, 1.065, -1.586], [5.346, -0.401, -1.390], [4.350, -0.536, -0.054], [4.119, 0.753, 0.984], [2.373, 4.711, 0.341], [3.416, 5.401, -0.719], [3.485, 4.689, -2.194], [4.215, 5.654, -3.082], [2.034, 4.412, -2.904], [2.168, 3.580, -4.197], [0.725, 4.903, 0.260], [-0.305, 4.231, 1.344], [-2.198, 4.449, 1.220], [-2.830, 2.723, 1.742], [-1.953, 2.029, 2.985], [-2.511, 0.521, 3.446], [-3.797, -0.231, 2.691], [-4.281, -1.592, 3.070], [-3.158, -2.477, 3.416], [-2.837, -2.575, 4.729], [-2.240, -3.349, 2.372], [-0.816, -2.841, 1.698], [0.074, -3.815, 0.673], [-0.444, -5.358, 0.287], [-1.857, -5.874, 0.963], [-2.734, -4.875, 1.977], [-4.610, 0.510, 1.470], [-5.922, -0.149, 0.694], [-7.357, 0.435, 1.287], [-8.485, 0.386, 0.058], [-8.228, -0.757, -0.919], [-4.121, 2.010, 1.017], [-4.897, 2.883, -0.177], [1.142, 0.994, 7.316], [-0.633, 1.285, 8.054], [0.630, 2.674, 8.219], [2.351, 2.507, 3.610], [5.184, 4.442, 1.595], [4.706, 3.049, 2.898], [6.426, 3.364, -0.701], [6.852, 1.256, -2.513], [5.507, -1.282, -2.167], [3.778, -1.563, 0.147], [3.385, 0.530, 1.889], [3.031, 6.515, -0.888], [4.494, 5.480, -0.258], [4.131, 3.699, -2.231], [3.996, 5.477, -4.043], [1.443, 5.424, -3.130], [1.395, 3.717, -2.174], [2.072, 2.587, -3.887], [1.376, 3.842, -4.825], [0.348, 5.581, -0.647], [-2.023, -0.076, 4.326], [-0.403, -1.770, 1.948], [1.097, -3.489, 0.193], [0.156, -6.066, -0.429], [-2.202, -6.980, 0.710], [-3.723, -5.348, 2.404], [-5.899, -1.295, 0.930], [-5.773, 0.101, -0.461], [-7.803, -0.282, 2.128], [-7.263, 1.512, 1.761], [-8.486, 1.438, -0.469], [-9.566, 0.195, 0.518], [-7.565, -0.335, -1.636], [-9.087, -1.014, -1.455], [-5.957, 2.407, -0.442], [-5.152, 3.954, 0.285], [-4.231, 2.947, -1.138], [5.753, 2.901, -4.955], [4.987, 1.782, -5.280], [5.045, 1.246, -6.566], [5.866, 1.832, -7.530], [6.625, 2.957, -7.208], [6.570, 3.491, -5.920], [5.713, 3.315, -3.951], [4.345, 1.327, -4.530], [4.450, 0.371, -6.818], [5.913, 1.413, -8.531], [7.260, 3.417, -7.960], [7.163, 4.366, -5.669], [-6.546, 2.911, -4.740], [-5.704, 2.068, -4.015], [-4.322, 2.147, -4.185], [-3.781, 3.066, -5.084], [-4.624, 3.903, -5.816], [-6.006, 3.826, -5.643], [-7.622, 2.854, -4.602], [-6.125, 1.350, -3.316], [-3.666, 1.492, -3.617], [-2.705, 3.129, -5.215], [-4.203, 4.615, -6.522], [-6.662, 4.480, -6.212], [-9.712, -4.965, 3.678], [-8.930, -5.187, 2.545], [-7.754, -4.463, 2.355], [-7.361, -3.512, 3.297], [-8.148, -3.282, 4.426], [-9.322, -4.010, 4.618], [-10.625, -5.534, 3.829], [-9.237, -5.927, 1.810], [-7.143, -4.639, 1.474], [-6.443, -2.949, 3.151], [-7.845, -2.537, 5.157], [-9.934, -3.833, 5.498], [2.210, -1.259, -7.825], [2.447, -1.707, -6.526], [2.430, -3.073, -6.245], [2.171, -3.991, -7.263], [1.925, -3.542, -8.560], [1.946, -2.177, -8.842], [2.230, -0.195, -8.045], [2.645, -0.992, -5.732], [2.617, -3.422, -5.233], [2.160, -5.056, -7.045], [1.718, -4.258, -9.353], [1.757, -1.827, -9.854], [5.482, -0.785, 7.670], [4.385, -0.867, 6.813], [3.840, 0.293, 6.264], [4.389, 1.537, 6.576], [5.480, 1.620, 7.440], [6.028, 0.460, 7.987], [5.911, -1.689, 8.093], [3.956, -1.836, 6.572], [2.988, 0.229, 5.593], [3.966, 2.441, 6.146], [5.905, 2.590, 7.688], [6.879, 0.524, 8.659], [4.398, -7.807, 2.630], [3.237, -7.037, 2.563], [2.990, -6.241, 1.445], [3.907, -6.212, 0.394], [5.073, -6.975, 0.465], [5.317, -7.774, 1.581], [4.586, -8.433, 3.498], [2.523, -7.058, 3.383], [2.084, -5.644, 1.392], [3.714, -5.594, -0.479], [5.790, -6.948, -0.352], [6.224, -8.370, 1.635]],
  "lowdin_charge": [-0.13, -0.50, 0.52, -0.58, 0.61, -0.12, -0.10, 0.04, -0.08, -0.14, -0.14, -0.05, -0.07, -0.07, -0.07, -0.02, -0.08, -0.11, -0.31, -0.14, -0.22, -0.03, -0.03, -0.37, 0.79, -0.33, -0.10, 0.07, -0.06, -0.09, -0.24, 0.00, -0.05, 0.01, -0.05, -0.07, -0.06, 0.00, -0.04, -0.17, -0.18, -0.28, -0.06, -0.12, -0.10, 0.06, 0.10, 0.09, 0.06, 0.11, 0.11, 0.09, 0.09, 0.08, 0.07, 0.08, 0.14, 0.11, 0.13, 0.09, 0.14, 0.12, 0.07, 0.07, 0.10, 0.07, 0.08, 0.08, 0.09, 0.09, 0.09, 0.11, 0.11, 0.11, 0.12, 0.10, 0.12, 0.06, 0.07, 0.07, 0.09, 0.08, -0.11, -0.10, -0.09, -0.09, -0.10, -0.09, 0.08, 0.09, 0.07, 0.10, 0.10, 0.10, -0.09, -0.10, -0.10, -0.09, -0.10, -0.09, 0.10, 0.09, 0.10, 0.10, 0.10, 0.10, -0.10, -0.10, -0.09, -0.09, -0.09, -0.10, 0.10, 0.10, 0.10, 0.08, 0.10, 0.10, -0.10, -0.11, -0.09, -0.10, -0.10, -0.09, 0.10, 0.09, 0.10, 0.10, 0.10, 0.10, -0.09, -0.09, -0.12, -0.10, -0.10, -0.10, 0.10, 0.10, 0.01, 0.10, 0.10, 0.10, -0.10, -0.09, -0.10, -0.10, -0.10, -0.10, 0.10, 0.10, 0.06, 0.10, 0.10, 0.10],
  "charge": 0,
  "e_homo_ev": -7.679,
  "lumo_energy_ev": -0.35,
  "largest_force_ev_per_a": 8.99,
  "gap_ev": 7.33,
  "relative_energy_kcal_mol": 486.8
}

=====

# 2
{
  "formula": "C72H88BN11OPS7Sc",
  "method": "ωB97M-V/def2-TZVPD",
  "elements": ["Sc", "C", "C", "C", "C", "N", "N", "B", "N", "N", "C", "C", "C", "C", "C", "S", "C", "C", "C", "C", "N", "N", "C", "C", "C", "C", "C", "S", "C", "C", "C", "C", "C", "S", "C", "C", "C", "C", "H", "H", "H", "H", "H", "H", "H", "H", "H", "H", "H", "H", "H", "H", "H", "H", "H", "H", "H", "H", "H", "H", "H", "H", "H", "H", "H", "H", "H", "H", "H", "H", "H", "H", "H", "H", "H", "H", "H", "O", "S", "C", "C", "C", "C", "C", "C", "C", "C", "C", "C", "C", "C", "H", "H", "H", "H", "H", "H", "H", "H", "H", "H", "N", "C", "C", "C", "C", "C", "C", "N", "C", "C", "C", "C", "N", "C", "C", "H", "H", "H", "H", "H", "H", "H", "H", "H", "C", "C", "C", "C", "N", "C", "S", "N", "C", "C", "C", "C", "H", "H", "H", "H", "H", "H", "H", "H", "H", "H", "H", "H", "H", "H", "H", "H", "H", "H", "H", "H", "S", "P", "S", "C", "C", "C", "C", "C", "C", "C", "C", "C", "C", "C", "C", "H", "H", "H", "H", "H", "H", "H", "H", "H", "H"],
  "coordinates": [[0.075, 1.315, -0.082], [-3.838, -1.172, 3.908], [-3.577, -2.165, 2.822], [-3.976, -3.457, 2.900], [-3.685, -4.378, 1.856], [-3.120, -3.976, 0.757], [-2.786, -2.675, 0.666], [-2.225, -2.269, -0.690], [-2.135, -3.426, -1.736], [-3.046, -4.064, -2.439], [-2.582, -4.953, -3.295], [-1.187, -5.164, -3.446], [-0.258, -4.473, -2.713], [1.225, -4.605, -2.849], [-0.820, -3.563, -1.805], [-0.243, -2.402, -0.646], [-3.648, -5.698, -4.091], [-4.571, -6.421, -3.099], [-3.033, -6.719, -5.045], [-4.459, -4.672, -4.892], [-3.129, -1.139, -1.297], [-4.393, -1.479, -1.001], [-5.383, -0.818, -1.529], [-5.129, 0.220, -2.453], [-3.848, 0.562, -2.761], [-3.538, 1.641, -3.752], [-2.790, -0.142, -2.109], [-1.144, 0.235, -2.392], [-6.769, -1.282, -1.096], [-6.955, -2.739, -1.539], [-6.845, -1.201, 0.434], [-7.866, -0.416, -1.713], [-2.869, -1.764, 1.639], [-2.176, -0.210, 1.486], [-4.053, -5.846, 1.978], [-3.456, -6.406, 3.276], [-3.514, -6.641, 0.793], [-5.584, -5.954, 2.015], [-4.493, -1.596, 4.667], [-4.287, -0.264, 3.502], [-2.899, -0.866, 4.373], [-4.534, -3.792, 3.765], [-0.845, -5.885, -4.177], [1.490, -5.418, -3.521], [1.687, -4.788, -1.878], [1.646, -3.676, -3.238], [-4.019, -7.157, -2.511], [-5.357, -6.944, -3.646], [-5.037, -5.712, -2.415], [-2.451, -7.477, -4.516], [-2.395, -6.249, -5.796], [-3.833, -7.235, -5.576], [-4.898, -3.924, -4.232], [-5.266, -5.178, -5.425], [-3.835, -4.162, -5.629], [-5.950, 0.734, -2.932], [-4.454, 1.996, -4.221], [-2.856, 1.273, -4.519], [-3.032, 2.479, -3.270], [-6.168, -3.373, -1.126], [-6.927, -2.825, -2.627], [-7.923, -3.108, -1.195], [-6.095, -1.847, 0.891], [-7.833, -1.519, 0.771], [-6.677, -0.179, 0.784], [-7.897, -0.511, -2.801], [-7.747, 0.639, -1.459], [-8.835, -0.737, -1.331], [-2.371, -6.286, 3.292], [-3.680, -7.470, 3.351], [-3.866, -5.920, 4.162], [-2.426, -6.577, 0.731], [-3.924, -6.279, -0.151], [-3.792, -7.689, 0.914], [-6.009, -5.432, 2.875], [-5.879, -7.002, 2.086], [-6.026, -5.536, 1.109], [-1.032, 2.354, 1.223], [-1.790, 3.613, 1.638], [-2.756, 3.151, 3.039], [-4.076, 3.566, 3.024], [-4.872, 3.305, 4.135], [-4.336, 2.635, 5.222], [-3.010, 2.204, 5.208], [-2.208, 2.455, 4.111], [-0.583, 4.660, 2.388], [0.528, 4.141, 3.036], [1.412, 5.027, 3.629], [1.181, 6.398, 3.566], [0.066, 6.895, 2.906], [-0.829, 6.021, 2.304], [-4.477, 4.093, 2.167], [-5.903, 3.631, 4.148], [-4.953, 2.440, 6.089], [-2.606, 1.675, 6.061], [-1.182, 2.109, 4.076], [0.702, 3.071, 3.057], [2.289, 4.648, 4.138], [1.877, 7.083, 4.031], [-0.106, 7.961, 2.850], [-1.693, 6.398, 1.770], [5.576, 0.097, -4.802], [6.890, -0.208, -5.102], [7.676, 0.034, -6.228], [8.983, -0.398, -6.163], [9.493, -1.051, -5.022], [8.706, -1.286, -3.918], [7.378, -0.853, -3.964], [6.384, -0.943, -2.999], [5.343, -0.378, -3.540], [4.062, -0.204, -2.843], [3.032, 0.570, -3.358], [1.903, 0.776, -2.592], [1.746, 0.266, -1.366], [2.714, -0.537, -0.896], [3.871, -0.798, -1.597], [4.907, 0.520, -5.422], [7.288, 0.529, -7.108], [9.636, -0.232, -7.009], [10.525, -1.371, -5.022], [9.089, -1.790, -3.042], [3.091, 1.053, -4.324], [1.104, 1.402, -2.971], [2.551, -0.974, 0.081], [4.639, -1.436, -1.182], [4.557, -0.203, 8.395], [5.124, -0.445, 6.998], [4.050, -0.600, 5.924], [3.258, 0.688, 5.711], [2.291, 0.618, 4.619], [2.585, 0.608, 3.309], [1.297, 0.221, 2.241], [3.848, 0.809, 2.956], [4.383, 0.945, 1.603], [5.123, 2.265, 1.429], [6.383, 2.384, 2.291], [7.525, 1.496, 1.809], [5.341, -0.257, 9.149], [3.807, -0.956, 8.646], [4.091, 0.779, 8.488], [5.736, -1.348, 7.005], [5.793, 0.377, 6.724], [3.352, -1.393, 6.206], [4.510, -0.913, 4.982], [3.930, 1.537, 5.543], [2.689, 0.935, 6.605], [1.347, 0.336, 4.829], [4.517, 0.917, 3.703], [3.552, 0.856, 0.910], [5.062, 0.108, 1.422], [4.435, 3.089, 1.633], [5.405, 2.345, 0.375], [6.158, 2.160, 3.341], [6.707, 3.426, 2.288], [7.239, 0.443, 1.766], [8.390, 1.569, 2.467], [7.844, 1.791, 0.808], [1.907, 3.147, 0.234], [1.090, 4.184, -1.291], [-0.734, 3.470, -1.653], [1.072, 5.943, -0.884], [-0.022, 6.732, -1.217], [-0.021, 8.085, -0.902], [1.068, 8.646, -0.252], [2.162, 7.857, 0.086], [2.165, 6.508, -0.228], [2.169, 4.034, -2.738], [1.626, 4.127, -4.018], [2.452, 4.052, -5.130], [3.823, 3.893, -4.968], [4.367, 3.800, -3.694], [3.542, 3.865, -2.580], [-0.875, 6.290, -1.717], [-0.872, 8.700, -1.165], [1.066, 9.700, -0.006], [3.011, 8.297, 0.592], [3.015, 5.892, 0.045], [0.557, 4.248, -4.142], [2.028, 4.126, -6.123], [4.468, 3.852, -5.837], [5.435, 3.674, -3.567], [3.964, 3.775, -1.587]],
  "lowdin_charge": [0.42, -0.06, -0.24, 0.07, -0.20, 0.20, -0.02, -0.82, 0.00, 0.22, -0.17, 0.10, -0.20, -0.01, -0.46, 0.98, -0.55, -0.04, -0.06, -0.04, 0.01, 0.19, -0.18, 0.08, -0.22, -0.05, -0.59, 0.67, -0.54, -0.03, -0.03, -0.05, -0.59, 0.74, -0.55, -0.04, -0.05, -0.03, 0.09, 0.07, 0.08, 0.13, 0.12, 0.09, 0.09, 0.09, 0.09, 0.09, 0.07, 0.09, 0.09, 0.09, 0.07, 0.09, 0.09, 0.12, 0.09, 0.08, 0.05, 0.07, 0.09, 0.09, 0.07, 0.09, 0.09, 0.09, 0.09, 0.09, 0.09, 0.09, 0.08, 0.09, 0.06, 0.09, 0.08, 0.09, 0.09, -0.78, 1.07, -0.38, -0.07, -0.06, -0.06, -0.06, -0.06, -0.38, -0.11, -0.06, -0.05, -0.06, -0.07, 0.11, 0.11, 0.11, 0.11, 0.11, 0.07, 0.11, 0.11, 0.12, 0.12, 0.17, -0.19, -0.02, -0.08, -0.08, -0.01, -0.22, 0.19, -0.29, -0.11, 0.02, -0.18, -0.08, -0.18, 0.02, 0.15, 0.11, 0.11, 0.11, 0.11, 0.11, 0.05, 0.07, 0.12, -0.10, -0.26, -0.20, -0.18, 0.00, -0.74, 0.66, 0.06, -0.19, -0.21, -0.25, -0.10, 0.08, 0.08, 0.07, 0.11, 0.11, 0.12, 0.11, 0.13, 0.12, 0.12, 0.11, 0.03, 0.12, 0.08, 0.11, 0.09, 0.11, 0.07, 0.08, 0.08, 0.40, 0.20, 0.34, -0.37, -0.10, -0.07, -0.07, -0.07, -0.09, -0.38, -0.09, -0.07, -0.08, -0.07, -0.10, 0.08, 0.11, 0.11, 0.11, 0.10, 0.09, 0.11, 0.11, 0.11, 0.08],
  "charge": 2,
  "e_homo_ev": -11.640,
  "lumo_energy_ev": -4.14,
  "largest_force_ev_per_a": 0.71,
  "gap_ev": 7.50,
  "relative_energy_kcal_mol": 7.5
}